# 1
Density functional theory data (ωB97M-V with the def2-TZVPD basis set) for a structure of composition C46H48N7OPSTi at a distorted geometry.

```
105
C46H48N7OPSTi (ωB97M-V with the def2-TZVPD basis set)
Ti 0.63115 0.10738 0.24681
N 2.35237 -1.04391 -3.68704
C 1.91935 -0.89305 -2.39624
S 2.09459 0.70494 -1.68719
N 1.43226 -1.94106 -1.80884
N 0.90640 -1.64022 -0.55765
C 0.68691 -2.69966 0.26270
C 0.00619 -2.40152 1.42021
C -0.35083 -3.35007 2.42615
C -1.14631 -2.97694 3.45346
C -1.60609 -1.62352 3.53116
C -1.19081 -0.73120 2.60392
N -0.37840 -1.06427 1.54634
H 2.96056 -0.33445 -4.05451
H 2.48383 -1.98844 -4.00753
H 1.00693 -3.69624 -0.01053
H 0.01267 -4.36604 2.33087
H -1.43595 -3.69501 4.21048
H -2.24777 -1.29559 4.33686
H -1.48048 0.31028 2.66339
C 6.12083 -1.05113 -0.24232
C 4.61181 -1.30362 -0.28522
C 4.08781 -1.87956 1.00633
C 4.63387 -3.06948 1.47819
C 4.26592 -3.60250 2.70098
C 3.35969 -2.91853 3.49131
C 2.78106 -1.73196 3.05546
C 1.83577 -1.01595 3.99388
C 2.58463 -0.24993 5.08818
C 3.12417 -1.23863 1.78774
N 2.38561 -0.08386 1.32505
C 2.72476 1.07331 1.79247
C 1.77696 2.13021 1.79088
C 1.79498 3.33308 2.48403
C 0.46702 3.77520 2.53474
C -0.29349 2.82081 1.86665
N 0.47802 1.82523 1.38177
H 6.45299 -0.57485 -1.16625
H 6.68940 -1.97406 -0.12019
H 6.37948 -0.39231 0.58940
H 4.37132 -1.98299 -1.10756
H 4.10313 -0.36809 -0.49948
H 5.36716 -3.58312 0.86729
H 4.69374 -4.53697 3.04136
H 3.07839 -3.30976 4.46302
H 1.18120 -1.75729 4.45750
H 1.18934 -0.32898 3.45305
H 3.24886 -0.91327 5.64482
H 1.88503 0.20357 5.79205
H 3.19725 0.54805 4.66366
H 3.68426 1.20833 2.29112
H 2.66195 3.79716 2.92901
H 0.09047 4.66885 3.00554
H -1.36370 2.82035 1.72262
C -2.58484 -4.09164 1.73542
C -2.91003 -2.74840 1.09317
C -4.41825 -2.54898 0.95463
C -2.17144 -2.60349 -0.24118
C -2.68418 -3.51834 -1.37108
O -3.30022 -2.61440 -2.31314
C -2.97513 -1.36645 -1.87556
N -2.35094 -1.25025 -0.78482
C -3.46820 -0.26094 -2.72592
C -4.55405 -0.52081 -3.56824
C -5.10106 0.48027 -4.34604
C -4.55809 1.76071 -4.29187
C -3.47468 2.01122 -3.47330
C -2.90478 1.00808 -2.68561
P -1.37950 1.48553 -1.70276
C -2.21199 2.86867 -0.79495
C -1.76470 4.17208 -0.61744
C -2.48926 5.07560 0.15302
C -3.65619 4.68381 0.78613
C -4.09515 3.37156 0.65052
C -3.38304 2.48071 -0.13376
C -0.46765 2.19629 -3.15659
C -0.46332 1.38861 -4.29450
C 0.21608 1.76339 -5.44141
C 0.91126 2.96360 -5.47922
C 0.94479 3.75959 -4.34580
C 0.27356 3.37252 -3.19269
H -3.02531 -4.16361 2.73166
H -2.98153 -4.92026 1.13995
H -1.50622 -4.22926 1.83301
H -2.52539 -1.95056 1.73691
H -4.89897 -3.40037 0.46547
H -4.64800 -1.64860 0.38203
H -4.87594 -2.44020 1.93975
H -1.10958 -2.76844 -0.06262
H -3.43828 -4.23514 -1.05011
H -1.88253 -4.04764 -1.88494
H -4.96790 -1.51958 -3.58669
H -5.94581 0.26728 -4.98776
H -4.97068 2.55998 -4.89420
H -3.04643 3.00730 -3.45630
H -0.83286 4.50602 -1.03718
H -2.12098 6.08712 0.26796
H -4.21773 5.38860 1.38564
H -4.99761 3.04371 1.15045
H -3.73691 1.45885 -0.22700
H -0.99206 0.44195 -4.28888
H 0.20057 1.11283 -6.30652
H 1.43239 3.26833 -6.37759
H 1.50982 4.68306 -4.34629
H 0.39544 3.98294 -2.31452
```

The value obtained for the max |F| is 2.69 eV/A. As for the LUMO energy (alpha / beta): -0.150 / -0.112 eV. As for the HOMO energy (alpha / beta): -5.9 / -6.0 eV. The frontier orbital gap (alpha / beta) comes out at 5.8 / 5.9 eV. Its total charge is 0. The value obtained for the total energy is -3829.21164 Ha. The value obtained for the energy relative to the best compared isomer or geometry (same formula, charge and spin) is 296.4 kJ/mol.

Results of the Mulliken charge analysis, in e, for atoms 1 through 4: atom 1 (Ti): -0.639, atom 2 (N): -0.428, atom 3 (C): 0.698, atom 4 (S): -0.545

# 2
Density functional theory data (ωB97M-V with the def2-TZVPD basis set) for a cluster of 13 separate species, C7H38NO12 in total at a distorted geometry.

```
58
C7H38NO12 (ωB97M-V with the def2-TZVPD basis set)
C -0.97914 0.69904 -0.30440
C -2.09907 1.61392 -0.84684
C -2.29805 1.54096 -2.35249
C -1.88364 2.48261 -3.19656
C -0.77310 3.45158 -3.04519
C 0.45062 3.10092 -3.42161
C -3.09483 0.36743 -2.81670
N -0.87411 0.52499 1.18859
H 0.02891 1.07393 -0.52142
H -0.95840 -0.19654 -0.92013
H -3.01235 1.31416 -0.32343
H -1.77096 2.62900 -0.62139
H -2.20108 2.32761 -4.23114
H -1.04098 4.46557 -2.77801
H 1.31756 3.73266 -3.39735
H 0.55665 2.03386 -3.59146
H -4.12033 0.34161 -2.40471
H -3.37008 0.35794 -3.87538
H -2.62739 -0.56843 -2.52446
H -0.31402 1.30544 1.55200
H -0.25845 -0.30088 1.25774
H -1.87113 0.44280 1.47013
H 1.33174 -2.67785 0.79738
H 2.46246 -1.99861 1.37998
O 1.71704 -1.76954 0.76616
H 4.52369 0.73060 2.28737
H 3.84290 0.91311 3.63018
O 3.65847 0.78762 2.68163
H -3.30448 -1.32940 3.04032
H -2.49193 -2.12712 2.16124
O -2.62063 -1.16749 2.36947
H 3.59930 0.03832 -1.72574
H 2.55807 -0.96765 -1.06388
O 3.28638 -0.86573 -1.68857
H 0.30907 -4.44076 1.78448
H 1.30220 -5.04497 0.70623
O 0.87174 -4.24857 1.02847
H 3.06664 -1.45589 3.23104
H 4.35249 -1.47050 2.57619
O 3.55227 -2.00511 2.60068
H -1.75725 -2.61493 0.05980
H -0.38192 -2.81392 0.66708
O -1.28534 -2.56355 0.91344
H 1.76700 -0.36585 -3.27017
H 0.92099 -0.29625 -1.90442
O 0.95929 -0.10749 -2.82938
H -3.27563 -2.73932 -1.87802
H -3.69975 -1.63159 -0.85513
O -3.22785 -2.45071 -0.97677
H 0.94979 4.78202 1.09257
H 1.65079 3.75286 1.97397
O 0.97346 3.84364 1.29106
H 2.16835 0.85736 1.38888
H 2.05806 2.21334 0.65299
O 1.55957 1.44952 0.93328
H -0.01808 -2.34763 4.26106
H -0.44983 -1.17213 3.51216
O 0.26430 -1.43598 4.10917
```

The value obtained for the max |F| is 2.58 eV/A. As for the LUMO energy (alpha / beta): -0.131 / -0.178 eV. The expectation value of S² is 0.750. As for the HOMO energy (alpha / beta): -2.2 / -9.6 eV. The frontier orbital gap (alpha / beta) comes out at 2.1 / 9.4 eV. Its total charge is 0. The value obtained for the total energy is -1246.93963 Ha. The value obtained for the energy relative to the best compared isomer or geometry (same formula, charge and spin) is 0.0 kJ/mol. The multiplicity is 2.

Results of the Mulliken charge analysis, in e, for atoms 1 through 4: atom 1 (C): -1.180, atom 2 (C): -0.849, atom 3 (C): 0.815, atom 4 (C): -0.736

# 3
Density functional theory data (ωB97M-V with the def2-TZVPD basis set) for a structure of composition C4H7NS at a distorted geometry.

```
13
C4H7NS (ωB97M-V with the def2-TZVPD basis set)
C -0.41353 0.64461 -0.38719
C 1.60232 -0.62964 1.65435
C 0.68649 -1.35589 0.14797
C -1.69982 1.10935 -1.18137
N -0.26995 -0.59844 -0.40400
S 2.38279 -0.91993 0.07725
H 0.29068 1.33170 0.07469
H 1.14431 0.25530 1.74167
H 1.96098 -1.16886 2.52342
H 0.39979 -2.34253 -0.00658
H -1.88536 2.12581 -0.92760
H -1.63457 1.05993 -2.25139
H -2.56412 0.48860 -1.06121
```

The value obtained for the max |F| is 5.41 eV/A. As for the LUMO energy: 0.666 eV. As for the HOMO energy: -8.7 eV. The frontier orbital gap comes out at 9.4 eV. Its total charge is 0. The value obtained for the total energy is -609.43453 Ha. The value obtained for the energy relative to the best compared isomer or geometry (same formula, charge and spin) is 325.5 kJ/mol.

Results of the Mulliken charge analysis, in e, for atoms 1 through 4: atom 1 (C): 0.063, atom 2 (C): -0.665, atom 3 (C): -0.177, atom 4 (C): -1.104

# 4
Density functional theory data (ωB97M-V with the def2-TZVPD basis set) for a structure of composition C7H14Cl14F5FeHg at a distorted geometry.

```
42
C7H14Cl14F5FeHg (ωB97M-V with the def2-TZVPD basis set)
Fe -1.20234 2.34302 0.12126
Hg 1.36955 0.43499 -1.25312
F 0.50230 2.70029 -0.83565
F 3.17675 -0.61439 -2.02744
F -0.65407 0.37199 -0.17753
F -2.83516 2.65605 -0.87988
F -1.04833 2.61286 2.03757
C 4.25759 2.80856 -3.82665
Cl 4.16728 3.43317 -5.49292
Cl 2.56933 2.56296 -3.19383
H 4.71492 1.82532 -3.71618
H 4.85042 3.50626 -3.23516
C 4.33182 1.31443 1.26033
Cl 4.90929 1.87135 -0.33205
Cl 2.55057 1.01499 1.15552
H 4.87608 0.40737 1.52325
H 4.45142 2.09609 2.01054
C -0.97715 0.82538 4.57739
Cl 0.22196 -0.29919 3.89174
Cl -1.12708 0.47097 6.32108
H -0.67202 1.86399 4.44973
H -1.92527 0.60940 4.08493
C -2.08801 0.58329 -3.78272
Cl -0.31348 0.56034 -3.38994
Cl -2.96232 -0.53643 -2.69955
H -2.43595 1.61193 -3.68823
H -2.23223 0.18991 -4.78897
C 1.10263 -3.23705 -0.65972
Cl 0.25090 -2.39549 -1.94840
Cl 1.51954 -2.16877 0.70418
H 0.38657 -4.01209 -0.38648
H 2.00329 -3.75571 -0.98819
C -4.55088 -1.20490 0.54771
Cl -5.85055 -1.78379 1.68864
Cl -3.85373 0.36279 1.08043
H -3.70345 -1.88931 0.50843
H -4.87387 -1.09649 -0.48768
C -1.67728 -3.14682 2.26557
Cl -1.79763 -4.89998 2.32828
Cl -2.82541 -2.33709 3.40719
H -0.69667 -2.79645 2.58768
H -1.90936 -2.86376 1.23887
```

The value obtained for the max |F| is 2.98 eV/A. As for the LUMO energy (alpha / beta): -1.417 / -2.817 eV. The expectation value of S² is 8.758. As for the HOMO energy (alpha / beta): -10.7 / -10.7 eV. The frontier orbital gap (alpha / beta) comes out at 9.3 / 7.9 eV. Its total charge is 0. The value obtained for the total energy is -8634.26111 Ha. The value obtained for the energy relative to the best compared isomer or geometry (same formula, charge and spin) is 83.8 kJ/mol. The multiplicity is 6.

Results of the Mulliken charge analysis, in e, for atoms 1 through 4: atom 1 (Fe): 1.613, atom 2 (Hg): 1.473, atom 3 (F): -0.657, atom 4 (F): -0.724

Please write out number 2 again, unchanged.
Density functional theory data (ωB97M-V with the def2-TZVPD basis set) for a cluster of 13 separate species, C7H38NO12 in total at a distorted geometry.

```
58
C7H38NO12 (ωB97M-V with the def2-TZVPD basis set)
C -0.97914 0.69904 -0.30440
C -2.09907 1.61392 -0.84684
C -2.29805 1.54096 -2.35249
C -1.88364 2.48261 -3.19656
C -0.77310 3.45158 -3.04519
C 0.45062 3.10092 -3.42161
C -3.09483 0.36743 -2.81670
N -0.87411 0.52499 1.18859
H 0.02891 1.07393 -0.52142
H -0.95840 -0.19654 -0.92013
H -3.01235 1.31416 -0.32343
H -1.77096 2.62900 -0.62139
H -2.20108 2.32761 -4.23114
H -1.04098 4.46557 -2.77801
H 1.31756 3.73266 -3.39735
H 0.55665 2.03386 -3.59146
H -4.12033 0.34161 -2.40471
H -3.37008 0.35794 -3.87538
H -2.62739 -0.56843 -2.52446
H -0.31402 1.30544 1.55200
H -0.25845 -0.30088 1.25774
H -1.87113 0.44280 1.47013
H 1.33174 -2.67785 0.79738
H 2.46246 -1.99861 1.37998
O 1.71704 -1.76954 0.76616
H 4.52369 0.73060 2.28737
H 3.84290 0.91311 3.63018
O 3.65847 0.78762 2.68163
H -3.30448 -1.32940 3.04032
H -2.49193 -2.12712 2.16124
O -2.62063 -1.16749 2.36947
H 3.59930 0.03832 -1.72574
H 2.55807 -0.96765 -1.06388
O 3.28638 -0.86573 -1.68857
H 0.30907 -4.44076 1.78448
H 1.30220 -5.04497 0.70623
O 0.87174 -4.24857 1.02847
H 3.06664 -1.45589 3.23104
H 4.35249 -1.47050 2.57619
O 3.55227 -2.00511 2.60068
H -1.75725 -2.61493 0.05980
H -0.38192 -2.81392 0.66708
O -1.28534 -2.56355 0.91344
H 1.76700 -0.36585 -3.27017
H 0.92099 -0.29625 -1.90442
O 0.95929 -0.10749 -2.82938
H -3.27563 -2.73932 -1.87802
H -3.69975 -1.63159 -0.85513
O -3.22785 -2.45071 -0.97677
H 0.94979 4.78202 1.09257
H 1.65079 3.75286 1.97397
O 0.97346 3.84364 1.29106
H 2.16835 0.85736 1.38888
H 2.05806 2.21334 0.65299
O 1.55957 1.44952 0.93328
H -0.01808 -2.34763 4.26106
H -0.44983 -1.17213 3.51216
O 0.26430 -1.43598 4.10917
```

The value obtained for the max |F| is 2.58 eV/A. As for the LUMO energy (alpha / beta): -0.131 / -0.178 eV. The expectation value of S² is 0.750. As for the HOMO energy (alpha / beta): -2.2 / -9.6 eV. The frontier orbital gap (alpha / beta) comes out at 2.1 / 9.4 eV. Its total charge is 0. The value obtained for the total energy is -1246.93963 Ha. The value obtained for the energy relative to the best compared isomer or geometry (same formula, charge and spin) is 0.0 kJ/mol. The multiplicity is 2.

Results of the Mulliken charge analysis, in e, for atoms 1 through 4: atom 1 (C): -1.180, atom 2 (C): -0.849, atom 3 (C): 0.815, atom 4 (C): -0.736

- What is the total charge in the third record?
  0

- What is the formula in the second record?
  C7H38NO12